Record 1
This record from the OMol25 dataset describes 13 unconnected molecules or ions with the total composition C8H44N2O13. The level of theory is ωB97M-V/def2-TZVPD.

Last column: natural (NBO) charge in e.
Positions of all 67 atoms, in Å:
C -8.65 24.94 -17.29  -0.608
C -9.12 25.83 -16.23  -0.082
C -9.60 24.97 -14.98  -0.075
O -9.77 25.87 -13.89  -0.567
C -10.08 25.20 -12.64  -0.251
N -8.24 26.89 -15.94  -0.836
H -7.81 24.41 -16.85  0.175
H -8.28 25.46 -18.18  0.230
H -9.35 24.23 -17.72  0.215
H -10.02 26.27 -16.67  0.187
H -8.74 24.32 -14.81  0.163
H -10.47 24.34 -15.19  0.177
H -9.38 24.45 -12.29  0.188
H -10.96 24.60 -12.87  0.163
H -10.35 25.88 -11.83  0.190
H -8.39 27.06 -14.96  0.397
H -7.29 26.53 -16.02  0.359
C -13.14 26.30 -15.04  -0.611
C -13.94 27.22 -14.17  -0.076
C -13.24 27.80 -12.96  -0.081
O -14.14 28.55 -12.19  -0.544
C -13.50 29.65 -11.56  -0.259
N -14.57 28.23 -15.04  -0.833
H -12.65 25.54 -14.42  0.200
H -12.41 26.84 -15.65  0.217
H -13.83 25.92 -15.79  0.204
H -14.88 26.77 -13.83  0.169
H -12.42 28.40 -13.36  0.198
H -12.70 27.08 -12.34  0.157
H -14.25 29.90 -10.81  0.192
H -13.29 30.48 -12.23  0.177
H -12.58 29.50 -10.99  0.178
H -15.40 27.86 -15.47  0.346
H -14.92 28.91 -14.38  0.362
O -8.93 21.66 -12.05  -0.967
H -9.78 21.57 -12.48  0.470
H -8.47 22.34 -12.54  0.482
O -9.77 25.90 -20.63  -0.946
H -9.25 26.67 -20.90  0.484
H -9.16 25.17 -20.71  0.464
O -5.90 25.13 -14.07  -0.947
H -5.19 25.76 -13.92  0.491
H -5.57 24.57 -14.77  0.466
O -8.96 25.20 -9.43  -0.948
H -9.64 24.64 -9.82  0.471
H -8.53 24.63 -8.79  0.480
O -7.28 22.60 -13.81  -0.946
H -6.71 23.37 -13.84  0.486
H -7.36 22.33 -14.73  0.474
O -11.41 28.66 -18.72  -0.959
H -12.28 28.91 -18.39  0.483
H -11.46 27.72 -18.85  0.491
O -12.18 21.70 -12.07  -0.943
H -13.00 21.52 -12.53  0.472
H -12.40 22.40 -11.45  0.472
O -10.60 28.72 -15.11  -0.955
H -9.79 28.86 -15.60  0.487
H -10.71 27.77 -15.11  0.458
O -11.96 25.55 -18.70  -0.946
H -12.68 25.05 -18.31  0.472
H -11.38 24.89 -19.07  0.479
O -11.46 26.71 -8.99  -0.940
H -10.51 26.80 -9.04  0.486
H -11.73 26.40 -9.86  0.455
O -8.94 28.99 -17.49  -1.000
H -8.60 28.25 -17.00  0.471
H -9.79 28.69 -17.82  0.485

Its gap between HOMO and LUMO is 0.323 hartree. Its LUMO energy is -0.0073 hartree. As for the HOMO energy: -0.3305 hartree.

Record 2
This record from the OMol25 dataset describes a molecular structure, C8H4AuCl2FN2O7. The level of theory is ωB97M-V/def2-TZVPD.

Last column: natural (NBO) charge in e.
Positions of all 25 atoms, in Å:
Au -0.92 0.39 -2.42  1.406
O 3.01 -0.52 -2.08  -0.555
C 1.98 0.00 -1.70  0.733
O 1.16 0.70 -2.43  -0.688
C 1.68 -0.09 -0.24  -0.144
C 2.70 0.04 0.70  -0.141
C 2.37 0.01 2.02  0.041
C 1.04 -0.12 2.52  -0.151
C 0.04 -0.26 1.64  -0.045
C 0.32 -0.33 0.22  0.452
O -0.53 -0.66 -0.63  -0.607
N -1.34 -0.34 2.16  0.536
O -2.22 -0.02 1.39  -0.358
O -1.48 -0.58 3.34  -0.354
N 3.44 0.18 3.04  0.531
O 3.10 0.16 4.20  -0.364
O 4.57 0.27 2.63  -0.353
H 3.73 0.15 0.38  0.282
H 0.84 -0.11 3.58  0.291
F -1.63 1.40 -3.96  -0.673
Cl -5.93 -0.66 -3.12  0.027
C -4.37 0.11 -2.89  -0.389
Cl -3.09 -1.10 -2.52  0.032
H -4.42 0.78 -2.04  0.235
H -4.06 0.62 -3.79  0.257

Its gap between HOMO and LUMO (spin up / spin down) is 0.180 / 0.231 hartree. The relative energy (zero: lowest compared OMol25 entry of this formula, charge and spin) comes out at 36.5 kcal/mol. Its LUMO energy (spin up / spin down) is -0.1744 / -0.1400 hartree. As for the HOMO energy (spin up / spin down): -0.3540 / -0.3708 hartree.

Record 3
This record from the OMol25 dataset describes a molecular structure, C8H4BN3O2Tl. The level of theory is ωB97M-V/def2-TZVPD.

Last column: Löwdin charge in e.
Positions of all 19 atoms, in Å:
Tl -0.03 0.25 -0.31  1.273
O -0.52 0.95 3.23  0.204
B 0.12 0.00 2.56  -0.494
O 0.73 -0.96 3.26  0.228
C 0.45 -0.59 4.59  -0.140
C 0.81 -1.21 5.76  0.037
C 0.36 -0.60 6.93  -0.041
C -0.40 0.57 6.91  -0.039
C -0.76 1.19 5.72  0.036
C -0.31 0.58 4.57  -0.147
H 1.40 -2.11 5.79  0.136
H 0.60 -1.05 7.88  0.121
H -0.74 1.00 7.84  0.120
H -1.35 2.09 5.67  0.136
N -1.95 -0.09 -6.63  0.164
C -1.28 0.09 -5.71  -0.317
N -0.50 0.38 -4.71  0.152
C -0.22 0.01 -3.58  -0.356
N 0.22 -0.29 -2.50  -0.074

Its gap between HOMO and LUMO is 0.197 hartree. Its charge is +1. Its LUMO energy is -0.2653 hartree. As for the HOMO energy: -0.4620 hartree.

| no. | maximum force (Eh/bohr) |
| --- | --- |
| 1 | 0.078 |
| 2 | 0.067 |
| 3 | 0.048 |